[1]
Density functional theory data (ωB97M-V/def2-TZVPD) for 5 unconnected molecules or ions with the total composition CH14N2O4.

Its multiplicity is 2. The energy above the lowest of the compared OMol25 structures with the same formula, charge and spin is 0.244 eV. Its highest occupied orbital energy (spin up / spin down) is 0.877 / -5.702 eV. As for the total charge: -1. As for the frontier orbital gap (spin up / spin down): 2.59 / 9.00 eV.

Last column: Mulliken spin population.
Positions of all 21 atoms, in Å:
O 0.5907 -2.4161 1.3289  0.87
O -2.7221 0.3442 -1.4556  0.44
O 0.0003 0.4707 -2.8497  -0.03
O -1.9905 -0.1669 1.3965  -0.01
N 0.5438 0.7474 0.0266  0.46
N 2.4432 0.5395 1.5551  0.14
C 2.0240 0.8884 0.2250  0.29
H 0.2845 1.2546 -3.3007  -0.01
H 0.8500 -2.9273 0.5438  -0.42
H 1.9544 1.0126 2.3016  -0.05
H 2.4423 0.2493 -0.5496  -0.09
H -0.3252 -2.7120 1.4943  -0.07
H 0.3268 -0.2530 -0.0231  -0.02
H -2.6100 -0.6138 1.9886  -0.17
H -1.7820 0.3704 -1.6852  -0.03
H 2.3446 1.9080 0.0404  0.03
H -2.4985 -0.0417 0.5729  0.08
H 2.3754 -0.4608 1.6805  -0.11
H 0.0299 0.9950 0.8708  -0.17
H 0.4082 0.5131 -1.9614  0.03
H -3.1243 0.7543 -2.2060  -0.15

=====

[2]
Density functional theory data (ωB97M-V/def2-TZVPD) for 2 unconnected molecules or ions with the total composition HO2PS.

The energy above the lowest of the compared OMol25 structures with the same formula, charge and spin is 3.070 eV. Its highest occupied orbital energy (spin up / spin down) is -9.273 / -9.245 eV. The SMILES is O=P.O=S. As for the frontier orbital gap (spin up / spin down): 7.81 / 7.76 eV.

Last column: natural (NBO) charge in e.
Positions of all 5 atoms, in Å:
S -2.8161 -0.2533 0.2608  0.69
P 2.0616 0.3371 0.3135  1.16
O 1.0977 1.2862 0.7914  -0.97
O -1.7880 -0.8796 -0.5855  -0.69
H 1.4448 -0.4904 -0.7802  -0.19

=====

[3]
Density functional theory data (ωB97M-V/def2-TZVPD) for a molecular structure, C34H32ClF3N5O3Pb.

The energy above the lowest of the compared OMol25 structures with the same formula, charge and spin is 0.000 eV. Its highest occupied orbital energy is -11.198 eV. As for the total charge: +1. As for the frontier orbital gap: 8.78 eV.

Last column: Mulliken charge in e.
Positions of all 79 atoms, in Å:
Pb 0.3672 0.2008 -0.2836  1.61
Cl 0.8218 -2.7836 -7.2182  -0.22
F 7.8000 -0.9712 -0.1768  -0.24
F 7.8777 0.9780 0.7707  -0.27
F 7.6862 0.8235 -1.3826  -0.25
O 1.5913 4.1382 -1.9746  -0.72
O 0.2023 0.9793 -2.7599  0.67
O 1.3230 2.2792 -0.7448  -0.78
N 0.6235 -3.0169 -0.1333  -0.06
N 3.0621 0.0690 0.1103  0.14
N -1.7960 -1.4326 0.2249  1.33
N -0.4258 0.3584 2.0934  0.43
N -1.7019 1.7700 -0.4456  0.52
C -0.3896 -3.1848 -0.9841  0.80
C -3.0833 -0.7499 0.0503  -1.47
C 1.6145 0.0419 -4.4890  1.53
C 0.3814 0.1549 -3.8500  -0.12
C -0.1112 1.3751 2.9034  -0.37
C -1.7553 -2.6431 -0.6097  -1.52
C 3.6910 -0.3424 -0.9896  -0.50
C -3.1979 0.0159 -1.2747  0.07
C -1.8061 -0.5359 3.8063  -0.92
C -0.6030 1.4910 4.1875  -1.08
C 2.8206 0.8565 -4.0952  -1.80
C 1.7190 -0.8734 -5.5341  -1.04
C 0.6433 -1.6535 -5.9193  0.15
C -1.5790 -1.7765 1.6381  -1.26
C -2.7715 1.4634 -1.1923  0.89
C -1.3878 3.0630 -0.2750  -0.29
C 1.1847 3.0039 -1.8049  0.45
C -1.2672 -0.5929 2.5277  0.61
C -3.4980 2.4445 -1.8534  -1.11
C -0.6947 -0.6317 -4.2352  -0.05
C 3.7853 0.5908 1.0971  -0.44
C -2.0633 4.0937 -0.8971  -0.93
C 0.9950 -4.4166 -2.4950  -0.47
C 5.8073 0.2498 -0.0959  0.41
C -0.5759 -1.5425 -5.2689  -1.20
C 1.8047 -3.5595 -0.4327  -0.48
C -1.4676 0.5111 4.6480  -0.48
C 0.3608 2.3934 -2.9436  -0.54
C 5.1658 0.6998 1.0428  -0.84
C 2.0412 -4.2687 -1.5984  -0.57
C 5.0616 -0.2742 -1.1414  -1.06
C 7.3093 0.2810 -0.2174  0.72
C -0.2395 -3.8751 -2.1802  -0.84
C -3.1262 3.7727 -1.7267  -0.60
H 2.7421 1.2583 -3.0861  0.12
H -2.6106 -0.4876 -2.0498  -0.74
H 5.5395 -0.6147 -2.0504  0.46
H -1.7494 5.1176 -0.7492  0.47
H 2.9571 1.7006 -4.7746  0.46
H 2.6654 -0.9807 -6.0503  0.52
H -3.9005 -1.4803 0.1204  0.40
H -0.3181 2.3302 4.8072  0.44
H 5.7246 1.1294 1.8617  0.50
H -3.6640 4.5454 -2.2608  0.42
H 3.7221 0.2460 -4.1579  0.45
H 1.1380 -4.9427 -3.4301  0.46
H 0.8352 2.6341 -3.8906  0.52
H 0.5638 2.1213 2.4941  0.61
H -1.8799 0.5625 5.6471  0.43
H -2.4510 -2.3033 2.0461  0.40
H 2.5900 -3.4086 0.2995  0.44
H -0.5354 3.2713 0.3577  0.43
H -3.2041 -0.0444 0.8732  0.51
H -0.7249 -2.4529 1.6790  0.46
H -4.3549 2.1665 -2.4534  0.48
H -2.3053 -3.4567 -0.1125  0.37
H 3.0182 -4.6867 -1.7986  0.45
H -2.2905 -2.4322 -1.5346  0.46
H -1.0772 -3.9831 -2.8591  0.46
H -1.4170 -2.1463 -5.5821  0.51
H 3.0680 -0.7459 -1.7847  0.74
H -1.6386 -0.5164 -3.7153  0.25
H 3.2411 0.9394 1.9679  0.45
H -4.2339 -0.0049 -1.6083  0.52
H -0.6314 2.8568 -2.9296  0.19
H -2.4863 -1.3100 4.1354  0.49